Molecular formula: C50H60N6PPdSi
Method: DFT, the ωB97M-V functional and the def2-TZVPD basis

Results
- LUMO (spin up / spin down) (eV) = -9.2 / -12.1
- gap between HOMO and LUMO (spin up / spin down) (eV) = 4.753 / 3.378
- total charge = +3
- HOMO energy (spin up / spin down) (eV) = -13.91 / -15.45
- multiplicity = 5

Each line ends with the Mulliken charge.
CARTESIAN COORDINATES (ANGSTROEM)
Pd  0.05420  -0.05819  0.48095  -0.216
N  8.64813  -4.15479  4.97139  -0.407
C  7.88571  -3.54469  4.36825  -0.148
C  6.92423  -2.79802  3.60604  0.416
C  5.56444  -2.96164  3.85824  -1.154
C  4.63137  -2.27456  3.10490  -0.175
C  5.05699  -1.41800  2.09564  1.757
C  6.41093  -1.22726  1.85803  -0.600
C  7.34282  -1.92056  2.61190  -1.106
N  4.09661  -0.71972  1.28617  0.676
C  4.37383  0.05586  0.18346  -1.263
C  3.09041  0.61461  -0.32161  -0.467
N  2.10066  -0.08091  0.52726  0.967
C  2.76040  -0.75994  1.42978  -1.697
H  5.24216  -3.62591  4.64792  0.502
H  3.58350  -2.41720  3.33080  0.289
H  6.76357  -0.54391  1.10071  0.400
H  8.39868  -1.77560  2.43134  0.493
H  5.36407  0.20628  -0.19822  0.703
H  2.90717  0.36922  -1.37727  0.176
H  2.28760  -1.30635  2.22846  0.706
C  -0.58276  4.10797  3.99537  -0.637
C  -0.86628  4.82807  2.84300  -0.906
C  -0.66494  4.25302  1.59694  -0.759
C  -0.16436  2.94673  1.47697  1.033
C  0.14015  2.24921  2.65444  0.002
C  -0.07296  2.81979  3.90040  -0.934
Si  0.13297  2.31140  -0.25146  0.753
C  -1.27905  2.57313  -1.44650  0.902
C  -1.14450  2.18539  -2.78924  -0.202
C  -2.12838  2.48646  -3.71850  -0.940
C  -3.26212  3.19570  -3.32797  -0.996
C  -3.41994  3.58519  -2.00294  -0.852
C  -2.44763  3.26239  -1.06935  -0.473
C  1.77184  2.65315  -0.95318  0.464
C  1.92108  3.42557  -2.08305  -0.472
C  3.17599  3.89732  -2.49762  -0.918
C  4.32709  3.62158  -1.72126  -0.789
C  4.25383  2.83570  -0.62249  -0.879
C  2.98076  2.17773  -0.19054  0.454
H  -0.73861  4.55868  4.96637  0.462
H  -1.23496  5.84267  2.91406  0.475
H  -0.87139  4.84703  0.71379  0.553
H  0.59114  1.26057  2.61296  0.434
H  0.17822  2.27057  4.79840  0.494
H  -0.25467  1.65724  -3.11371  0.893
H  -2.00014  2.20098  -4.75491  0.589
H  -4.01155  3.46040  -4.06329  0.465
H  -4.29002  4.15622  -1.70497  0.542
H  -2.58140  3.57876  -0.04186  0.615
H  1.05147  3.73107  -2.65304  0.410
H  3.25324  4.51482  -3.38106  0.478
H  5.27111  4.06865  -2.00351  0.467
H  5.13523  2.66365  -0.01823  0.622
H  2.83932  2.36020  0.88608  0.126
N  -4.85865  0.48899  -1.73778  -0.072
C  -4.15058  0.54116  -0.62768  -0.345
C  -2.75532  0.22836  -0.63349  -0.163
N  -2.06203  0.23229  0.50548  1.537
C  -2.70527  0.58065  1.61530  -0.943
C  -4.09264  0.92581  1.59262  -0.913
N  -4.80239  0.90462  0.50508  -0.556
H  -4.45405  0.23418  -2.63087  0.261
H  -5.84755  0.72415  -1.69997  0.344
H  -2.24773  -0.04022  -1.55028  0.111
H  -2.14578  0.60427  2.54092  0.662
H  -4.58502  1.21302  2.51516  0.553
C  3.15358  -5.59670  -0.16300  -0.770
C  2.51491  -5.41607  1.22214  -0.891
C  1.73845  -4.09227  1.33202  0.453
C  1.14611  -3.74710  -0.03713  0.747
C  2.28196  -3.36670  -1.00539  0.092
C  3.52568  -4.25408  -0.78334  -0.887
P  -0.19652  -2.50139  -0.05513  -1.290
C  -0.88020  -2.46075  -1.77960  0.423
C  -0.22934  -1.38243  -2.65594  0.441
C  -0.98243  -1.19056  -3.98847  -0.334
C  -1.74771  -2.44606  -4.42027  -0.892
C  -0.94630  -3.67843  -4.02930  -0.944
C  -0.93479  -3.83283  -2.50321  -0.741
C  -1.61776  -3.07906  0.96565  1.023
C  -2.02053  -4.57170  0.77426  -0.632
C  -1.98777  -5.34942  2.08920  -0.772
C  -2.85283  -4.70323  3.17658  -0.926
C  -2.75324  -3.16345  3.17486  -0.838
C  -1.48777  -2.71155  2.45226  -0.476
H  2.46950  -6.12581  -0.83262  0.284
H  4.03661  -6.22885  -0.08162  0.539
H  3.28290  -5.43976  1.99700  0.507
H  1.84140  -6.24944  1.43060  0.274
H  2.42200  -3.29332  1.62716  -0.528
H  0.98155  -4.17138  2.11007  -0.342
H  0.64540  -4.65064  -0.39996  1.359
H  2.54941  -2.31529  -0.85348  -0.768
H  1.93819  -3.45118  -2.03864  0.463
H  4.24262  -3.73974  -0.13601  0.259
H  4.03012  -4.40809  -1.73657  0.476
H  -1.91972  -2.15974  -1.59225  0.645
H  0.81450  -1.64431  -2.83909  0.792
H  -0.19632  -0.42756  -2.11136  -1.314
H  -0.25596  -0.93520  -4.76203  0.489
H  -1.66336  -0.33525  -3.92003  -0.314
H  -1.93509  -2.41649  -5.49268  0.569
H  -2.73024  -2.49347  -3.93565  0.234
H  0.07308  -3.58399  -4.41382  0.369
H  -1.36337  -4.58078  -4.47453  0.552
H  -0.10184  -4.47276  -2.21589  0.009
H  -1.84470  -4.34940  -2.19256  0.376
H  -2.43904  -2.46010  0.58172  0.518
H  -1.38771  -5.07058  0.04035  0.271
H  -3.03267  -4.60676  0.36438  0.340
H  -0.95446  -5.44825  2.43308  0.079
H  -2.33391  -6.36602  1.90262  0.568
H  -2.54370  -5.08784  4.14847  0.369
H  -3.89273  -5.00500  3.04820  0.359
H  -2.77117  -2.78167  4.19566  0.531
H  -3.62136  -2.73059  2.66265  0.281
H  -0.62358  -3.19527  2.90811  0.260
H  -1.31689  -1.63336  2.55913  -0.095

Atomic forces in eV per Å
-0.044 -0.409 0.015
-0.011 0.007 0.002
0.037 0.006 0.029
-0.022 -0.016 -0.024
-0.001 0.003 0.003
-0.021 0.013 0.005
-0.002 0.030 0.027
-0.032 -0.024 0.010
-0.005 0.006 0.008
0.055 -0.056 -0.044
-0.012 0.033 0.021
0.002 -0.071 -0.162
0.059 0.172 0.185
-0.102 0.105 0.127
0.001 -0.013 -0.008
0.031 -0.013 0.000
-0.004 0.001 -0.013
0.003 -0.017 -0.011
0.005 -0.025 -0.014
0.051 0.013 -0.017
-0.002 0.026 0.003
0.008 0.004 0.009
-0.002 0.004 -0.012
0.005 -0.009 -0.011
-0.105 0.020 -0.052
0.073 -0.028 0.005
-0.002 -0.001 0.017
0.028 0.136 0.107
0.005 0.104 0.037
0.003 -0.003 0.010
0.011 -0.022 -0.006
-0.045 -0.009 -0.013
-0.014 -0.022 0.009
0.008 -0.051 0.018
-0.058 -0.212 -0.018
-0.014 -0.010 0.042
0.013 0.007 -0.024
0.011 0.004 -0.018
-0.013 0.003 -0.048
-0.048 -0.026 0.058
-0.002 -0.002 0.002
0.002 0.001 -0.004
0.003 0.012 -0.008
-0.027 0.000 -0.022
0.004 -0.001 -0.002
0.010 0.037 -0.013
0.000 -0.004 0.000
0.008 0.016 -0.004
-0.005 -0.002 0.008
-0.002 0.011 0.018
-0.006 0.011 0.002
-0.005 -0.001 -0.001
0.004 -0.009 0.002
-0.002 0.011 0.008
0.063 0.015 0.013
0.004 -0.003 -0.003
-0.048 0.010 -0.036
0.011 -0.015 0.022
0.155 0.098 -0.113
-0.022 -0.020 0.025
-0.015 -0.016 0.027
0.017 0.003 -0.010
0.002 0.026 0.022
0.026 -0.003 0.003
0.007 0.023 0.000
0.004 0.017 -0.002
0.001 0.007 0.001
0.020 -0.011 -0.013
-0.009 -0.015 0.010
0.041 0.031 -0.021
0.100 0.145 0.130
0.019 0.024 -0.032
0.001 0.010 -0.007
-0.320 0.100 -0.298
0.018 -0.086 0.043
0.004 0.071 0.017
0.012 -0.027 0.007
0.030 -0.013 -0.012
-0.041 0.007 0.009
-0.011 -0.025 0.041
0.088 0.019 0.119
-0.023 -0.005 0.013
-0.008 -0.027 -0.008
-0.004 -0.009 0.020
0.008 -0.015 0.005
-0.007 0.009 -0.024
-0.011 0.009 0.002
-0.009 -0.013 -0.019
0.002 0.015 0.003
0.008 -0.003 0.000
0.002 -0.056 -0.029
-0.048 -0.008 0.018
-0.009 0.013 -0.021
-0.013 -0.004 -0.050
-0.017 -0.062 0.010
-0.025 -0.002 0.040
0.035 0.030 0.011
-0.009 0.005 -0.054
-0.015 -0.032 -0.031
0.083 -0.061 0.001
-0.017 0.050 -0.003
-0.023 -0.008 0.014
-0.004 -0.004 0.001
-0.009 0.008 -0.011
0.003 0.001 0.001
0.015 -0.005 -0.002
0.016 0.013 -0.027
0.014 -0.016 0.031
0.016 0.011 -0.051
0.007 -0.007 -0.008
0.002 0.013 0.001
0.008 0.032 -0.001
0.029 -0.009 0.007
-0.010 -0.018 -0.006
-0.001 0.017 -0.008
0.000 0.007 -0.004
0.006 0.007 0.004
0.051 0.007 -0.005
-0.033 0.007 0.003



Molecular formula: C50H60N9O7SY
Method: DFT, the ωB97M-V functional and the def2-TZVPD basis

Results
- LUMO (eV) = -0.8
- gap between HOMO and LUMO (eV) = 6.825
- HOMO energy (eV) = -7.64

Each line ends with the Mulliken charge.
CARTESIAN COORDINATES (ANGSTROEM)
Y  -0.29467  0.46125  -0.02928  -0.621
C  1.92497  0.88354  -6.08051  -1.016
C  3.28762  1.04781  -5.46992  0.974
C  4.43865  0.93525  -6.23156  -0.871
C  5.69054  1.14465  -5.66883  -0.867
C  5.78174  1.46868  -4.32769  -0.754
C  4.65080  1.57527  -3.52544  1.406
C  4.80031  1.93088  -2.07143  -0.705
C  3.38195  1.35285  -4.09432  -0.736
N  2.19255  1.54469  -3.41590  -0.666
C  1.63461  0.88430  -2.47425  -0.161
O  0.53554  1.27668  -1.92065  -0.626
C  2.19283  -0.40510  -1.89239  1.624
C  3.24350  -1.16115  -2.38895  -0.631
C  3.66123  -2.27325  -1.66652  -1.201
C  3.02577  -2.60701  -0.48185  -0.450
C  1.95759  -1.82614  -0.07023  0.112
N  1.56574  -0.76390  -0.76772  1.471
C  1.26377  -2.05143  1.25909  -0.364
O  1.70516  -2.91562  2.00704  -0.742
N  0.23259  -1.20803  1.48539  -0.003
C  -0.19949  -1.11226  2.83579  -0.603
C  -1.51408  -1.45531  3.16981  1.185
C  -2.42431  -2.03956  2.12000  -1.411
C  -1.95784  -1.27852  4.47474  -0.882
C  -1.11471  -0.77187  5.45053  -0.935
C  0.19107  -0.44422  5.11732  -0.591
C  0.66899  -0.61380  3.82349  1.444
C  2.09141  -0.25273  3.50365  -1.755
H  1.99724  0.58560  -7.12614  0.400
H  1.32626  0.14683  -5.54245  -0.081
H  1.37854  1.82766  -6.01659  0.327
H  4.35125  0.68536  -7.28266  0.388
H  6.58554  1.06480  -6.27222  0.391
H  6.75461  1.65403  -3.88422  0.449
H  5.48440  2.77335  -1.94546  0.696
H  3.83398  2.19170  -1.64726  -0.460
H  5.20558  1.09164  -1.49863  0.364
H  3.72350  -0.88722  -3.31663  0.498
H  4.49194  -2.86630  -2.02710  0.435
H  3.31951  -3.44712  0.13137  0.636
H  -2.10470  -3.05296  1.86844  0.427
H  -3.45501  -2.07928  2.47199  0.465
H  -2.38906  -1.46322  1.19137  -0.131
H  -2.97175  -1.56659  4.73401  0.456
H  -1.45898  -0.65442  6.47142  0.523
H  0.86048  -0.05757  5.87789  0.445
H  2.48714  0.44471  4.24350  0.508
H  2.71080  -1.15214  3.50932  0.528
H  2.16727  0.19020  2.51029  -0.117
C  0.51227  -3.50891  -3.00436  -1.377
C  -0.27702  -2.22093  -3.25194  1.079
C  -1.76202  -2.44650  -3.16179  0.151
C  -2.35934  -3.41927  -3.95533  -0.464
C  -3.70291  -3.72711  -3.82958  -1.205
C  -4.45416  -3.07713  -2.86796  -0.568
C  -3.90739  -2.05444  -2.10143  0.602
C  -4.78967  -1.40293  -1.05633  0.361
C  -5.83170  -0.43985  -1.64025  -1.236
C  -2.55970  -1.70403  -2.28199  -0.924
N  -2.08470  -0.52439  -1.60781  1.088
C  -2.58847  0.55418  -2.14164  -0.625
C  -2.48167  1.85980  -1.61479  -0.303
C  -3.09198  3.02402  -2.09654  -0.705
C  -2.74311  4.04315  -1.21469  -1.781
C  -1.94042  3.44934  -0.23915  -0.483
N  -1.78119  2.13433  -0.45918  1.319
H  1.58280  -3.33526  -3.10811  0.318
H  0.23316  -4.28583  -3.71584  0.470
H  0.32660  -3.88618  -1.99691  0.300
H  -0.00635  -1.80886  -4.22910  0.124
H  -0.00426  -1.48684  -2.50524  -0.756
H  -1.75794  -3.93247  -4.69608  0.446
H  -4.15323  -4.47656  -4.46760  0.380
H  -5.49124  -3.35365  -2.71220  0.497
H  -4.17681  -0.88807  -0.31528  -0.982
H  -5.32254  -2.20467  -0.53915  0.657
H  -5.37143  0.48896  -1.97712  0.299
H  -6.58357  -0.19159  -0.88992  0.391
H  -6.33484  -0.90106  -2.49079  0.367
H  -3.16897  0.46497  -3.06132  0.674
H  -3.70855  3.09347  -2.98007  0.579
H  -3.02954  5.08105  -1.27188  0.455
H  -1.49099  3.93448  0.61802  0.621
C  -6.39629  2.15843  7.99341  -1.336
C  -5.18303  1.85113  7.12717  -0.305
S  -4.00616  3.20197  7.30029  1.269
O  -4.62469  4.40068  6.79611  -0.668
O  -3.48373  3.18087  8.63798  -0.691
C  -2.66507  2.74669  6.17433  -0.044
C  -2.87275  3.39413  4.80874  -1.401
N  -1.86279  2.93686  3.86338  0.713
C  -2.04671  2.01877  2.89491  -0.249
N  -0.90929  1.71420  2.28635  2.543
C  0.05261  2.46619  2.87006  -1.115
C  -0.50794  3.23258  3.85163  -0.584
N  0.16012  4.21102  4.63131  1.136
O  1.35942  4.32553  4.44608  -0.657
O  -0.48473  4.87150  5.43028  -0.688
C  -3.36454  1.41925  2.56501  -1.057
H  -7.11489  1.34230  7.94610  0.390
H  -6.87967  3.07355  7.65453  0.353
H  -6.08995  2.29471  9.02993  0.359
H  -5.43636  1.79080  6.06766  0.267
H  -4.66342  0.94895  7.44944  0.383
H  -2.63457  1.65696  6.12179  -0.175
H  -1.76091  3.11727  6.65366  0.509
H  -2.82060  4.47242  4.91426  0.302
H  -3.84991  3.13883  4.40507  0.589
H  1.08873  2.42532  2.59815  0.207
H  -4.12467  2.18667  2.41615  0.743
H  -3.68568  0.74421  3.36090  0.219
H  -3.26761  0.85042  1.64347  -0.906
C  3.72011  4.73616  0.31890  -1.122
N  2.67299  3.74948  0.10290  0.970
C  1.53335  4.16563  -0.71108  -0.986
C  2.73008  2.51807  0.61675  -0.161
C  4.00689  2.09762  1.29814  -1.903
O  1.77379  1.72898  0.55607  1.357
H  4.08636  4.70281  1.34320  0.387
H  3.29661  5.72187  0.14459  0.426
H  4.55935  4.59368  -0.36691  0.218
H  1.90251  4.72607  -1.56905  0.472
H  0.85317  4.79481  -0.13193  0.360
H  0.99291  3.29615  -1.07433  0.099
H  4.88272  2.50228  0.79591  0.583
H  4.05450  1.01132  1.29214  0.236
H  4.00801  2.43798  2.33629  0.421

Atomic forces in eV per Å
0.370 0.640 0.224
0.039 0.031 0.004
-0.068 -0.023 0.095
0.005 -0.028 0.042
0.061 -0.030 -0.013
0.026 0.027 -0.011
-0.230 0.048 -0.013
0.001 -0.087 -0.054
0.354 -0.229 -0.231
-0.316 0.443 0.257
0.346 -0.053 -0.428
0.043 -0.396 -0.081
-0.058 0.097 0.118
0.043 -0.001 -0.031
-0.031 0.070 0.061
-0.030 -0.073 0.042
0.144 0.064 -0.020
0.404 -0.544 -0.223
-0.095 -0.211 0.022
0.038 0.039 -0.017
0.237 -0.042 0.295
0.068 -0.312 0.173
-0.006 0.011 -0.188
0.158 0.038 0.095
-0.054 0.006 0.055
0.013 0.036 0.018
-0.024 0.001 -0.025
-0.111 -0.012 0.003
-0.040 -0.108 0.067
0.005 -0.001 0.002
0.002 -0.025 -0.017
-0.045 -0.032 0.002
-0.003 0.020 -0.007
-0.012 -0.002 -0.008
-0.007 -0.016 0.007
0.002 -0.003 -0.005
0.008 0.057 0.016
-0.024 -0.007 0.021
0.031 -0.003 0.040
-0.020 -0.022 -0.018
0.015 0.008 -0.003
-0.026 0.008 -0.066
-0.023 0.008 -0.022
-0.101 -0.057 -0.023
-0.010 0.000 -0.026
-0.016 -0.015 -0.003
-0.001 0.009 -0.007
-0.003 0.021 -0.021
0.029 0.020 -0.031
0.019 0.033 -0.016
-0.001 0.073 -0.016
-0.004 -0.145 -0.047
0.070 0.176 0.085
-0.073 0.009 -0.008
0.061 -0.020 -0.024
-0.014 0.036 -0.042
0.024 -0.062 0.252
-0.072 0.044 -0.147
0.134 -0.080 0.087
-0.272 -0.256 0.009
0.128 0.347 -0.095
0.018 -0.232 0.055
-0.084 0.422 0.097
0.062 -0.226 -0.137
0.015 0.079 0.016
-0.117 0.101 0.094
-0.710 0.394 -0.166
-0.012 0.015 -0.007
0.002 -0.033 0.030
-0.025 -0.035 -0.016
-0.030 0.051 0.021
0.079 0.170 -0.063
0.016 -0.041 0.042
0.005 -0.030 0.039
-0.007 0.029 -0.009
-0.048 -0.017 0.009
0.047 -0.007 0.055
-0.002 0.018 -0.041
-0.005 0.046 -0.018
-0.044 0.032 0.000
-0.064 -0.024 0.022
0.005 0.017 0.004
0.008 -0.002 0.035
0.053 -0.058 -0.003
0.025 0.067 0.007
0.165 0.333 0.120
0.133 -0.332 -0.197
-0.054 0.067 -0.117
0.027 -0.122 0.079
-0.391 0.154 0.164
-0.066 -0.007 0.217
0.227 0.290 0.129
-0.117 -0.240 -0.072
0.261 -0.005 -0.421
0.004 0.189 0.458
-0.074 -0.343 -0.477
0.184 0.093 0.207
-0.096 -0.001 -0.016
-0.092 -0.064 -0.041
-0.011 0.019 0.035
0.014 -0.019 -0.024
-0.028 -0.020 0.012
-0.039 -0.027 0.007
0.017 -0.062 -0.012
0.006 -0.024 -0.054
0.074 0.006 -0.019
0.036 -0.025 0.014
-0.009 0.004 -0.092
0.040 0.000 -0.067
-0.007 -0.022 -0.075
0.004 -0.006 -0.044
-0.021 -0.008 -0.017
-0.010 0.003 -0.010
0.094 -0.044 0.009
-0.176 -0.007 0.002
-0.087 -0.034 0.060
0.089 0.129 0.021
-0.028 -0.039 -0.040
-0.392 -0.163 0.111
0.002 0.013 -0.012
-0.005 0.008 0.011
-0.029 0.003 -0.019
0.007 0.004 0.001
0.050 0.036 -0.013
0.027 -0.015 -0.049
0.026 -0.003 0.040
-0.027 0.005 0.017
-0.004 0.013 0.002